1.
Molecular formula: C54H151N9O26
Method: DFT, ωB97M-V/def2-TZVPD

## Properties
Multiplicity ... 1
Energy above the lowest of the compared OMol25 structures with the same formula, charge and spin ... 666.48 kJ/mol
Max |F| ... 3.657 eV Å⁻¹
HOMO energy ... -0.2924 Eh
LUMO energy ... -0.0128 eV

Each line ends with the Mulliken charge.
CARTESIAN COORDINATES (ANGSTROEM)
O 4.8669 -0.4092 2.6160  -0.62
H 5.6100 0.1149 2.3173  0.32
H 4.6763 -0.9949 1.8833  0.31
O -0.5917 2.7870 6.1778  -0.63
H -0.6660 2.9458 5.2368  0.32
H 0.3306 2.5690 6.3123  0.31
O -3.1430 0.0372 7.4330  -0.65
H -2.9060 -0.5535 6.7179  0.32
H -2.6271 0.8273 7.2725  0.33
O -7.7355 7.5822 -2.8172  -0.64
H -8.1543 7.7067 -3.6689  0.32
H -6.8511 7.9301 -2.9316  0.32
O 3.8170 2.0345 5.9496  -0.64
H 4.4811 2.6987 6.1342  0.33
H 4.1931 1.5090 5.2434  0.31
O -1.5264 -7.5557 9.0964  -0.64
H -2.3126 -7.2662 9.5594  0.32
H -0.9188 -6.8200 9.1720  0.32
O 2.4434 -0.8600 8.6721  -0.64
H 1.4894 -0.8031 8.6189  0.32
H 2.7569 -0.3186 7.9477  0.32
O 0.4787 1.6832 -7.2156  -0.64
H 0.3871 1.7062 -8.1681  0.32
H 0.2083 2.5550 -6.9274  0.31
C 8.9383 -1.0220 -3.6241  -0.74
O 8.1557 -1.1059 -2.4372  -0.38
C 8.7947 -0.9009 -1.2135  -0.43
C 9.0468 0.6770 -1.0918  -0.58
N 7.8692 1.5636 -1.1051  -0.18
C 8.0512 2.9665 -1.0034  -0.78
C 6.7672 3.7239 -1.4858  -0.56
O 6.5040 3.2469 -2.8217  -0.30
C 5.4801 3.9594 -3.5349  -0.80
H 8.3520 -0.5552 -4.4155  0.22
H 8.9851 -2.0492 -3.9855  0.28
H 9.9071 -0.5468 -3.4699  0.37
H 9.5519 -1.6770 -1.1023  0.38
H 7.9674 -1.1628 -0.5539  0.18
H 9.7267 0.9571 -1.8964  0.32
H 9.6683 0.9050 -0.2259  0.42
H 7.3083 1.4182 -1.9324  0.27
H 8.9209 3.4609 -1.4361  0.37
H 8.1866 3.2162 0.0489  0.37
H 6.9096 4.8001 -1.3872  0.42
H 5.9887 3.2126 -0.9198  0.30
H 4.5341 4.1396 -3.0242  0.30
H 5.3308 3.5405 -4.5301  0.27
H 5.8536 4.9535 -3.7803  0.30
C -5.1283 -11.0466 2.1346  -0.77
O -4.5841 -12.0110 1.1762  -0.23
C -4.4492 -13.3050 1.7392  -0.76
C -4.1045 -14.2659 0.6023  -0.53
N -5.2131 -14.4347 -0.3569  -0.33
C -5.1245 -15.2578 -1.5925  -0.68
C -4.8946 -16.7493 -1.3714  -0.25
O -3.8442 -17.1997 -2.2528  -0.33
C -3.2285 -18.4725 -1.8962  -0.73
H -5.3061 -10.0781 1.6673  0.20
H -4.5109 -10.9385 3.0264  0.33
H -6.0871 -11.3530 2.5529  0.32
H -5.3593 -13.6350 2.2401  0.37
H -3.8345 -13.2461 2.6374  0.49
H -3.9572 -15.2448 1.0586  0.24
H -3.2244 -14.0528 -0.0044  0.32
H -5.8159 -13.6278 -0.4326  0.24
H -4.3577 -14.7645 -2.1899  0.36
H -5.9587 -15.0490 -2.2623  0.39
H -5.7959 -17.3599 -1.4261  0.31
H -4.5923 -16.8750 -0.3318  0.20
H -3.8361 -19.2477 -2.3629  0.28
H -3.2279 -18.7597 -0.8447  0.32
H -2.2653 -18.4945 -2.4059  0.24
C 5.3218 6.3550 3.6170  -0.83
O 6.5804 5.8407 4.1244  -0.25
C 6.9826 6.2926 5.3461  -0.89
C 8.3290 5.6362 5.9119  -0.51
N 8.1575 4.1992 5.9610  -0.28
C 9.2728 3.5629 6.6578  -0.90
C 10.6784 3.8255 5.9488  -0.54
O 10.6333 3.7369 4.5206  -0.26
C 11.8746 4.0920 3.9564  -0.75
H 4.5641 6.3486 4.4005  0.34
H 4.9435 5.6984 2.8335  0.26
H 5.2847 7.3836 3.2582  0.32
H 6.2608 6.4912 6.1384  0.48
H 7.1044 7.3439 5.0852  0.45
H 8.6521 6.1359 6.8251  0.44
H 9.1205 5.8611 5.1970  0.22
H 8.0509 3.8269 5.0281  0.29
H 9.1340 2.4818 6.6493  0.35
H 9.1996 3.8961 7.6930  0.39
H 11.5065 3.2103 6.3009  0.48
H 10.8498 4.8642 6.2315  0.36
H 12.1031 5.1520 4.0673  0.30
H 11.8665 3.9602 2.8744  0.25
H 12.6328 3.4446 4.3970  0.30
C -8.8514 -1.0908 -3.5726  -0.78
O -8.3547 -1.3856 -2.2854  -0.26
C -8.1139 -0.2856 -1.4561  -0.85
C -7.3335 -0.6522 -0.1683  -0.48
N -8.3814 -0.9625 0.8279  -0.17
C -7.9226 -1.6309 2.0785  -0.67
C -9.0968 -2.1445 2.9254  -0.61
O -9.5608 -1.1738 3.7992  -0.39
C -10.2202 -0.0335 3.1320  -0.62
H -8.2487 -0.2980 -4.0156  0.32
H -9.8674 -0.7000 -3.6296  0.30
H -8.7817 -1.9856 -4.1911  0.24
H -9.0280 0.2217 -1.1476  0.40
H -7.6152 0.5317 -1.9769  0.47
H -6.5190 0.0589 -0.0300  0.34
H -6.8215 -1.5669 -0.4669  0.25
H -9.2277 -1.2881 0.3830  0.23
H -7.2892 -0.9413 2.6365  0.30
H -7.2622 -2.4206 1.7203  0.48
H -8.8495 -3.0633 3.4572  0.37
H -9.8795 -2.6267 2.3397  0.37
H -9.4919 0.4462 2.4780  0.24
H -10.5207 0.6261 3.9461  0.25
H -11.0051 -0.3901 2.4650  0.28
C 0.0735 9.8854 -5.6644  -0.72
O 0.9087 9.7205 -6.8308  -0.35
C 0.6118 8.4821 -7.4446  -0.31
C 1.5129 8.1511 -8.6494  -0.82
N 1.5760 6.7310 -9.0189  -0.22
C 0.3599 6.1662 -9.6329  -0.59
C 0.6477 5.2230 -10.8433  -0.66
O 0.8672 3.9286 -10.3523  -0.25
C 0.8555 2.8874 -11.3964  -0.87
H -0.9872 10.0848 -5.8169  0.29
H 0.5008 10.7033 -5.0843  0.28
H 0.1538 9.0215 -5.0046  0.30
H -0.4367 8.5463 -7.7353  0.27
H 0.9155 7.7036 -6.7447  0.31
H 2.5257 8.5309 -8.5146  0.45
H 1.0575 8.6499 -9.5050  0.31
H 2.4251 6.3414 -9.4026  0.25
H -0.2555 7.0060 -9.9558  0.40
H -0.2958 5.7121 -8.8899  0.25
H 1.5088 5.5964 -11.3976  0.36
H -0.2616 5.1093 -11.4335  0.37
H 1.7760 3.0969 -11.9413  0.36
H 0.1290 2.8281 -12.2068  0.33
H 1.0963 1.9852 -10.8341  0.27
C -7.7362 -7.9705 -1.5061  -0.62
O -7.0312 -8.8529 -2.3851  -0.33
C -6.3806 -8.3087 -3.5182  -0.63
C -5.3247 -7.2379 -3.0665  -0.32
N -4.2304 -7.8920 -2.2507  -0.45
C -3.3777 -6.7893 -1.7549  -0.72
C -2.7018 -5.8702 -2.7918  -0.72
O -3.3082 -4.5523 -2.9263  -0.26
C -2.9282 -3.8224 -4.0654  -0.87
H -8.5758 -7.4906 -2.0090  0.29
H -7.0674 -7.1945 -1.1337  0.23
H -8.2226 -8.4908 -0.6810  0.24
H -7.1335 -7.9135 -4.2002  0.35
H -5.9312 -9.2028 -3.9503  0.30
H -5.7847 -6.4807 -2.4315  0.28
H -4.8995 -6.7813 -3.9602  0.30
H -4.5122 -8.5122 -1.5050  0.26
H -2.5862 -7.2681 -1.1783  0.44
H -3.9505 -6.2141 -1.0274  0.38
H -2.4497 -6.3703 -3.7268  0.41
H -1.7101 -5.6437 -2.4000  0.50
H -1.8620 -3.6060 -3.9996  0.34
H -3.3522 -2.8183 -4.0762  0.28
H -3.2517 -4.0385 -5.0836  0.31
C -2.2769 3.9254 -2.5786  -0.69
O -1.2469 3.6379 -1.6284  -0.32
C -1.6317 2.6193 -0.6674  -0.45
C -0.4359 2.4589 0.2396  -0.67
N -0.4479 1.4695 1.2702  -0.26
C -0.9106 0.1176 0.7653  -0.67
C -0.6064 -1.1826 1.6190  -0.59
O -1.3726 -1.1383 2.8171  -0.28
C -1.3322 -2.2539 3.6539  -0.66
H -2.2730 3.2608 -3.4425  0.25
H -2.1194 4.9384 -2.9489  0.24
H -3.2284 3.8942 -2.0478  0.31
H -1.9499 1.7286 -1.2092  0.37
H -2.4765 3.0015 -0.0945  0.33
H -0.2186 3.4389 0.6646  0.28
H 0.3869 2.0760 -0.3642  0.40
H 0.5245 1.4387 1.5414  0.26
H -0.5047 -0.1108 -0.2201  0.44
H -1.9916 0.0488 0.6434  0.28
H 0.4053 -1.2143 2.0234  0.38
H -1.0201 -2.0562 1.1153  0.33
H -1.4877 -1.9944 4.7011  0.13
H -0.3546 -2.7277 3.5643  0.31
H -2.0278 -2.9983 3.2663  0.29
C 4.7661 -5.9959 8.1407  -0.78
O 5.8726 -6.6579 7.5392  -0.35
C 7.0942 -5.9262 7.2729  -0.56
C 8.1750 -6.6544 6.3149  -0.68
N 7.5553 -7.3468 5.1873  -0.37
C 7.1721 -6.4643 4.1291  -0.53
C 6.5495 -7.1660 2.8654  -0.69
O 5.4444 -8.0885 3.1201  -0.35
C 4.2744 -7.5403 3.7587  -0.51
H 4.1479 -5.5866 7.3417  0.30
H 4.9592 -5.1585 8.8111  0.33
H 4.2124 -6.7234 8.7343  0.26
H 7.6406 -5.5552 8.1400  0.42
H 6.6962 -4.9884 6.8853  0.40
H 8.6775 -7.3843 6.9496  0.35
H 8.8565 -5.8901 5.9415  0.37
H 6.7130 -7.8219 5.4786  0.30
H 8.0589 -5.9764 3.7244  0.39
H 6.5071 -5.7465 4.6094  0.36
H 7.3503 -7.8345 2.5493  0.29
H 6.3740 -6.5158 2.0083  0.38
H 3.8283 -6.7332 3.1775  0.32
H 4.4348 -6.9892 4.6853  0.07
H 3.4575 -8.2521 3.8776  0.29
C -2.7502 10.6552 0.1247  -0.73
O -2.7535 12.0877 0.4709  -0.40
C -4.0899 12.6451 0.6303  -0.64
C -4.3479 13.7254 -0.4913  -0.33
N -3.2770 14.7033 -0.5498  -0.33
C -3.7487 15.7943 -1.4419  -0.70
C -4.0045 15.5785 -2.8768  -0.49
O -5.2617 14.8857 -3.1203  -0.34
C -6.3933 15.7745 -3.2027  -0.66
H -1.6719 10.4962 0.1296  0.26
H -3.0217 10.4751 -0.9155  0.26
H -3.2036 10.1624 0.9848  0.36
H -4.3448 12.9918 1.6318  0.41
H -4.8397 11.8585 0.5462  0.40
H -5.1605 14.2908 -0.0351  0.19
H -4.6356 13.2134 -1.4095  0.25
H -2.3896 14.2848 -0.7895  0.26
H -2.9659 16.5292 -1.2539  0.42
H -4.6729 16.1010 -0.9522  0.30
H -3.1867 14.9697 -3.2626  0.30
H -3.8900 16.4674 -3.4971  0.42
H -6.0685 16.4408 -4.0019  0.31
H -6.5340 16.3180 -2.2684  0.25
H -7.2311 15.1572 -3.5270  0.23

***

2.
Molecular formula: C19H23AgN6O6S
Method: DFT, ωB97M-V/def2-TZVPD

## Properties
Multiplicity ... 1
Charge ... -2
Max |F| ... 0.471 eV Å⁻¹
HOMO energy ... -0.0593 Eh
LUMO energy ... 4.6755 eV

Each line ends with the Mulliken charge.
CARTESIAN COORDINATES (ANGSTROEM)
Ag 0.5738 -0.9444 1.0091  0.29
N 0.5114 2.2972 -0.1705  -0.32
C -0.0665 3.0577 0.9381  0.01
C -1.4476 3.6227 0.5890  -0.72
C -2.6027 2.6093 0.6261  -0.72
N -2.4097 1.3732 -0.1357  -0.53
H 1.1547 1.5864 0.1744  0.02
H 1.0269 2.8901 -0.8081  0.23
H 0.5848 3.8811 1.2611  0.41
H -0.1630 2.3811 1.7924  -0.15
H -1.3928 4.0916 -0.4029  0.29
H -1.6924 4.4200 1.3014  0.35
H -3.5153 3.1012 0.2702  0.36
H -2.7773 2.3096 1.6620  0.31
H -2.0036 1.6063 -1.0372  0.24
H -1.6516 0.8705 0.3251  -0.06
O -2.3500 -6.1202 -0.6931  -0.59
C -3.2122 -5.1350 -0.7054  0.37
O -4.4053 -5.3065 -0.9051  -0.69
C -2.6786 -3.7661 -0.4720  0.52
C -3.4627 -2.6329 -0.5241  -0.59
N -2.6551 -1.5830 -0.3312  0.35
N -1.3846 -1.9517 -0.1466  -0.46
C -1.3694 -3.2716 -0.2183  -0.04
C -0.0731 -4.0071 0.0300  0.76
O -0.0743 -5.2378 -0.2919  -0.83
O 0.8709 -3.3794 0.5171  -0.57
H -1.3686 -5.7674 -0.4811  0.48
H -4.5223 -2.5344 -0.6852  0.50
H -2.8812 -0.5889 -0.2720  0.30
C 4.7674 -1.5883 -1.9850  -0.96
N 4.4269 -0.8181 -0.8090  0.15
C 5.3582 -0.4720 0.1238  0.22
C 5.0209 0.1938 1.2341  -1.06
C 3.6078 0.5223 1.4739  0.25
O 3.2851 1.1941 2.4541  -0.71
N 2.6902 0.0628 0.5660  -0.03
C 3.0578 -0.5385 -0.5922  0.50
O 2.2768 -0.8591 -1.4830  -0.66
H 5.8540 -1.6422 -2.0648  0.31
H 4.3553 -1.1164 -2.8754  0.27
H 4.3532 -2.5962 -1.9253  0.29
H 6.3791 -0.7592 -0.1022  0.25
H 5.7554 0.4868 1.9687  0.37
S -1.2243 -0.2073 2.7613  -0.53
C -0.5298 0.1200 4.3373  0.43
C 0.7840 0.5844 4.5012  -0.26
C 1.2954 0.8545 5.7601  -0.59
C 0.5217 0.6776 6.9034  -0.39
C -0.7817 0.2179 6.7573  -0.42
C -1.2967 -0.0575 5.4994  -0.53
H 1.4054 0.7245 3.6255  0.22
H 2.3183 1.2058 5.8453  0.41
H 0.9277 0.8869 7.8869  0.33
H -1.4038 0.0647 7.6341  0.29
H -2.3109 -0.4244 5.3922  0.34